A gas-phase ion, C4H9N2S3 (charge +1) at a distorted geometry, computed with wB97M-V/def2-TZVPD.

Last column: Mulliken charge in e.
Positions of all 18 atoms, in Å:
C  0.798  0.116  -1.735  0.422
C  -0.485  -0.762  0.835  -0.363
C  -1.337  0.421  0.350  -0.958
C  -0.114  -1.752  -0.239  -0.650
N  -0.584  1.361  -0.410  -0.056
N  1.160  0.960  -2.708  -0.294
S  1.311  -1.392  -1.304  -0.042
S  0.557  2.101  2.235  -0.163
S  0.276  2.459  0.237  0.223
H  0.409  -0.427  1.252  0.380
H  -0.982  -1.169  1.714  0.437
H  -2.024  0.043  -0.462  0.371
H  -1.969  0.930  1.130  0.395
H  -0.134  -2.752  0.258  0.406
H  -1.004  -1.722  -0.989  0.297
H  0.652  1.690  -2.921  0.200
H  1.825  0.766  -3.352  0.196
H  1.698  2.619  2.248  0.199

Values from the calculation:
ΔE to the lowest compared entry with this formula, charge and spin: 0.0000 eV
LUMO level (spin up / spin down): -5.06 / -5.23 eV
highest occupied orbital energy (spin up / spin down): -12.583 / -12.027 eV
charge: +1

A single C4H9N3 molecule at a distorted geometry, computed with wB97M-V/def2-TZVPD.

Last column: Mulliken charge in e.
Positions of all 16 atoms, in Å:
C  -2.799  -0.170  0.368  -0.765
N  -1.624  0.398  0.729  -0.347
C  -0.553  0.186  0.168  -0.220
C  0.727  0.917  0.465  -0.118
C  1.897  1.177  -0.508  -0.367
N  2.111  0.359  0.654  -0.231
N  2.163  -1.056  0.265  -0.556
H  -3.538  -0.384  1.249  0.227
H  -3.280  0.561  -0.166  0.326
H  -2.723  -0.995  -0.328  0.343
H  -0.383  -0.445  -0.686  0.398
H  0.532  1.802  1.210  0.249
H  1.956  0.731  -1.471  0.352
H  2.351  2.184  -0.399  0.202
H  1.485  -1.380  0.892  0.239
H  3.130  -1.385  0.597  0.268

Values from the calculation:
ΔE to the lowest compared entry with this formula, charge and spin: 4.0396 eV
LUMO level: 1.14 eV
highest occupied orbital energy: -8.601 eV
SMILES: C/N=C/[C@@H]1CN1N

2 unconnected molecules or ions with the total composition C4H9N3 at a distorted geometry, computed with wB97M-V/def2-TZVPD.

Last column: Mulliken charge in e.
Positions of all 16 atoms, in Å:
C  2.149  -0.051  0.989  -0.452
C  0.951  -0.306  0.406  0.298
C  -2.010  0.104  -0.627  -0.817
C  -1.022  -1.087  -0.622  -0.332
N  2.353  1.187  0.264  -0.362
N  1.079  0.960  -0.440  -0.320
N  -0.044  -1.136  0.436  -0.580
H  2.703  -0.450  1.708  0.513
H  -1.596  1.006  -1.040  0.215
H  -3.076  -0.058  -0.847  0.324
H  -2.099  0.329  0.601  0.072
H  -1.472  -2.028  -0.376  0.374
H  -0.465  -0.949  -1.537  0.382
H  3.028  1.348  -0.431  0.241
H  0.515  1.760  -0.203  0.243
H  -0.993  -0.629  1.718  0.200

Values from the calculation:
ΔE to the lowest compared entry with this formula, charge and spin: 7.1398 eV
LUMO level (spin up / spin down): -0.32 / -0.40 eV
highest occupied orbital energy (spin up / spin down): -7.768 / -7.760 eV

A single C4H9N3 molecule at a distorted geometry, computed with wB97M-V/def2-TZVPD.

Last column: Mulliken charge in e.
Positions of all 16 atoms, in Å:
C  0.783  0.819  -1.771  -0.867
N  0.440  1.205  -0.434  -0.575
C  0.185  0.352  0.477  0.960
C  -0.147  0.856  1.852  -1.167
C  0.626  -1.120  0.460  -0.378
N  -0.193  -1.964  -0.006  -0.363
N  -1.467  -1.337  -0.250  -0.344
H  1.007  -0.247  -1.914  0.318
H  -0.036  1.078  -2.447  0.272
H  1.668  1.379  -2.073  0.333
H  0.740  0.813  2.485  0.282
H  -0.475  1.892  1.792  0.377
H  -0.921  0.240  2.314  0.329
H  1.556  -1.460  0.899  0.376
H  -2.172  -1.993  -0.554  0.277
H  -1.594  -0.513  -0.829  0.171

Values from the calculation:
ΔE to the lowest compared entry with this formula, charge and spin: 2.5439 eV
LUMO level: 1.06 eV
highest occupied orbital energy: -9.169 eV
SMILES: C/N=C(C)\C=N/N

A molecular structure, C4H9N3 at a distorted geometry, computed with wB97M-V/def2-TZVPD.

Last column: Mulliken charge in e.
Positions of all 16 atoms, in Å:
C  1.996  1.021  -0.140  -0.619
C  1.427  -0.113  0.427  -0.658
C  0.608  -1.115  -0.457  -0.093
C  -2.050  0.296  -0.180  0.121
H  1.120  2.116  -0.389  0.235
H  2.504  0.622  -1.183  0.224
H  3.012  1.279  0.697  0.226
H  2.055  -0.697  0.871  0.570
H  0.754  0.104  1.506  0.243
H  1.066  -1.622  -1.396  0.302
H  -2.173  -1.794  0.961  0.289
H  -1.034  0.701  -0.748  0.103
H  -4.082  0.704  0.137  0.256
N  -0.566  -1.611  -0.404  -0.484
N  -1.624  -0.952  0.494  -0.231
N  -3.013  1.061  -0.197  -0.485

Values from the calculation:
ΔE to the lowest compared entry with this formula, charge and spin: 7.2931 eV
LUMO level: 0.75 eV
highest occupied orbital energy: -8.704 eV

2 unconnected molecules or ions with the total composition C4H9N3 at a distorted geometry, computed with wB97M-V/def2-TZVPD.

Last column: Mulliken charge in e.
Positions of all 16 atoms, in Å:
H  2.531  1.516  -1.046  0.218
N  1.933  1.068  -0.359  -0.609
C  1.773  -0.169  -0.590  0.098
N  1.064  -0.975  0.282  -0.128
N  0.459  -2.133  -0.127  -0.684
H  2.151  -0.711  -1.469  0.301
H  0.359  -0.396  0.851  0.338
H  -0.714  -1.765  -0.293  0.267
H  0.863  -2.447  -1.018  0.260
C  -1.872  -0.736  -0.017  -0.572
C  -1.393  0.271  0.516  0.120
C  -1.154  1.680  0.804  -0.845
H  -2.741  -1.331  -0.188  0.419
H  -1.162  1.849  1.882  0.268
H  -0.172  1.975  0.425  0.263
H  -1.925  2.304  0.348  0.285

Values from the calculation:
ΔE to the lowest compared entry with this formula, charge and spin: 4.9743 eV
LUMO level: 0.73 eV
highest occupied orbital energy: -7.894 eV
SMILES: [H]/N=C/NN.C#CC

A single C4H9N3 molecule at a distorted geometry, computed with wB97M-V/def2-TZVPD.

Last column: Mulliken charge in e.
Positions of all 16 atoms, in Å:
H  -2.035  -1.015  0.401  0.311
N  -1.706  -0.672  1.361  -0.676
C  -0.607  -0.058  1.292  -0.005
N  0.132  0.090  0.030  0.037
C  0.386  -1.079  -0.770  0.098
N  -0.001  -2.290  -0.544  -0.707
H  -0.345  -2.372  0.365  0.306
C  1.085  1.219  -0.093  -0.612
C  0.495  2.260  -1.049  -0.907
H  -0.325  0.566  2.139  0.342
H  1.103  -0.985  -1.669  0.323
H  1.116  1.581  0.974  0.305
H  2.188  0.881  -0.414  0.326
H  0.636  1.760  -2.128  0.218
H  -0.571  2.486  -0.751  0.273
H  1.103  3.146  -1.128  0.367

Values from the calculation:
ΔE to the lowest compared entry with this formula, charge and spin: 2.1091 eV
LUMO level: 0.84 eV
highest occupied orbital energy: -9.170 eV
SMILES: [H]/N=C\N(/C=N\[H])CC

A molecular structure, C4H9N3 at a distorted geometry, computed with wB97M-V/def2-TZVPD.

Last column: Mulliken charge in e.
Positions of all 16 atoms, in Å:
C  1.505  -0.083  0.281  -1.572
N  -0.167  -1.676  -0.587  -0.345
C  0.200  -0.295  -0.436  0.667
N  -0.058  2.036  -1.123  -0.436
C  -0.404  0.716  -1.154  -0.363
C  -1.095  -1.087  1.698  -0.229
N  -1.242  -1.184  0.427  -0.386
H  -0.683  -1.846  -1.443  0.329
H  -0.786  2.709  -1.301  0.223
H  0.670  2.334  -0.494  0.181
H  -1.266  0.488  -1.775  0.306
H  1.363  0.437  1.232  0.362
H  2.200  0.492  -0.330  0.427
H  1.978  -1.038  0.493  0.385
H  -0.254  -0.643  2.224  0.174
H  -1.962  -1.361  2.289  0.277

Values from the calculation:
ΔE to the lowest compared entry with this formula, charge and spin: 4.9244 eV
LUMO level: 0.84 eV
highest occupied orbital energy: -6.664 eV

A gas-phase ion, C4H9N3 (charge +2) at a distorted geometry, computed with wB97M-V/def2-TZVPD.

Last column: Mulliken charge in e.
Positions of all 16 atoms, in Å:
C  0.356  1.253  -1.726  -0.706
C  -0.698  0.583  -1.363  0.203
N  -0.760  -0.241  -0.263  0.051
C  -1.697  -1.003  0.092  -0.042
C  0.530  -0.202  0.860  0.345
N  0.491  0.842  1.628  -0.259
N  1.421  -1.136  0.803  -0.340
H  0.130  1.754  -2.615  0.322
H  1.416  1.136  -1.244  0.273
H  -1.535  0.498  -2.099  0.315
H  -1.695  -1.793  0.897  0.294
H  -2.600  -1.153  -0.544  0.287
H  1.261  0.945  2.294  0.284
H  -0.406  1.402  1.748  0.325
H  2.245  -1.183  1.560  0.347
H  1.541  -1.701  -0.027  0.303

Values from the calculation:
ΔE to the lowest compared entry with this formula, charge and spin: 2.0636 eV
LUMO level: -9.58 eV
highest occupied orbital energy: -19.245 eV
charge: +2
SMILES: C=C[N+](=C)C(N)=[NH2+]

A molecular structure, C4H9N3O at a distorted geometry, computed with wB97M-V/def2-TZVPD.

Last column: Mulliken charge in e.
Positions of all 17 atoms, in Å:
C  -2.735  -0.457  0.418  0.099
C  -1.732  1.129  -0.783  -0.245
C  2.429  0.599  0.435  -1.207
C  1.654  -0.733  0.135  -0.417
N  -1.582  -0.831  0.806  -0.684
N  -0.617  -0.130  0.214  0.295
N  0.382  -0.630  -0.480  -0.401
O  -2.923  0.489  -0.458  -0.324
H  -3.679  -0.991  0.759  0.370
H  -1.523  2.108  -0.357  0.256
H  -1.520  1.015  -1.955  0.210
H  3.181  0.389  1.085  0.375
H  2.897  0.939  -0.476  0.280
H  1.757  1.248  0.904  0.385
H  2.250  -1.147  -0.598  0.337
H  1.585  -1.274  1.043  0.380
H  0.178  -1.725  -0.693  0.291

Values from the calculation:
ΔE to the lowest compared entry with this formula, charge and spin: 5.8329 eV
LUMO level: 1.02 eV
highest occupied orbital energy: -7.792 eV

2 unconnected molecules or ions with the total composition C4H9N3O at a distorted geometry, computed with wB97M-V/def2-TZVPD.

Last column: Mulliken charge in e.
Positions of all 17 atoms, in Å:
C  0.672  2.264  -0.661  -0.784
N  0.068  0.955  -0.494  0.386
N  -0.003  0.214  -1.696  -0.731
C  -0.888  0.771  0.472  0.372
N  -1.952  0.896  0.932  -0.576
H  1.662  2.139  -1.096  0.286
H  0.079  2.882  -1.344  0.290
H  0.710  2.762  0.307  0.303
H  -0.837  0.444  -2.237  0.244
H  -0.082  -0.767  -1.435  0.257
C  1.099  -1.854  0.864  -0.600
C  -0.164  -1.670  1.321  -0.184
O  -1.233  -1.925  0.492  -0.495
H  1.922  -1.958  1.548  0.274
H  1.280  -2.256  -0.119  0.264
H  -0.351  -1.519  2.380  0.323
H  -1.984  -1.378  0.766  0.373

Values from the calculation:
ΔE to the lowest compared entry with this formula, charge and spin: 3.8957 eV
LUMO level: 0.92 eV
highest occupied orbital energy: -9.081 eV
SMILES: CN(N)C#N.C=CO

2 unconnected molecules or ions with the total composition C4H9N3O at a distorted geometry, computed with wB97M-V/def2-TZVPD.

Last column: Mulliken charge in e.
Positions of all 17 atoms, in Å:
N  -2.044  -0.794  -0.864  -0.573
C  -1.735  -0.073  0.051  0.566
N  -1.533  0.666  0.987  -0.401
C  -0.481  0.793  1.927  -0.232
O  0.753  0.232  1.527  -0.237
N  0.780  -1.173  1.456  -0.461
H  -1.707  -0.606  -1.845  0.302
H  -0.271  1.856  2.082  0.234
H  -0.816  0.344  2.880  0.302
H  0.454  -1.558  2.350  0.281
H  0.129  -1.467  0.717  0.233
C  1.380  0.731  -1.485  -0.372
C  0.708  -0.139  -2.230  -0.809
H  1.312  1.793  -1.657  0.233
H  2.015  0.428  -0.668  0.231
H  0.821  -1.200  -2.074  0.334
H  0.234  0.166  -3.153  0.370

Values from the calculation:
ΔE to the lowest compared entry with this formula, charge and spin: 4.3635 eV
LUMO level: 0.91 eV
highest occupied orbital energy: -9.701 eV
SMILES: N=C=NCON.C=C